130
Properties=species:S:1:pos:R:3:forces:R:3 method="wB97M-V/def2-TZVPD" smiles="CCOC(=O)CCC[C@@H](CCC(F)(F)C(F)(F)S(F)(F)(F)(F)F)O[C@@H](C)[C@H](C)O[C@@H](CCCCCOC)CSCC.O=S1(=O)OCCO1.O=S1(=O)OCCO1.O=S1(=O)OCCO1.O=S1(=O)OCCO1" max_force_ev_per_a=8.85 e_homo_ev=-8.11 total_charge=0 homo_lumo_gap_ev=5.436 relative_energy_kj_mol=1557.21
C 5.425344 -7.007004 1.813279 -0.2 1.7 0.3
C 4.495664 -6.810851 3.172600 0.7 -2.3 -0.2
O 4.598571 -5.462690 3.752026 -1.5 1.4 -2.9
C 4.079580 -4.437408 2.831262 2.8 2.9 -4.3
O 4.846316 -3.841024 1.875934 -4.4 -4.3 6.4
C 2.513491 -3.853864 2.901542 0.9 -0.6 -0.8
C 2.656377 -2.238748 3.141016 0.1 0.4 1.2
C 1.253855 -1.449871 3.448197 0.4 0.1 -0.7
C -0.008074 -1.864458 2.488917 -0.9 0.2 1.4
C -1.061917 -0.566600 2.540428 -0.1 -0.6 -0.6
C -1.808843 -0.427078 3.992422 -1.0 -0.3 -0.3
C -2.282493 1.138535 4.349327 -2.7 -3.7 0.3
F -3.138727 1.562091 3.240004 2.7 -0.3 3.1
F -3.203172 0.966685 5.537566 2.5 1.0 -3.4
C -1.059326 2.050991 4.821737 1.0 -2.6 4.6
F -1.293176 2.434129 6.265061 0.6 -1.6 -4.9
F 0.177858 1.184227 4.870452 -4.4 2.5 -0.1
S -0.626336 3.587063 3.905277 3.6 5.1 -0.1
F 1.056296 3.125195 4.023032 -3.4 1.4 -0.9
F -0.391619 4.382255 5.443928 -0.4 -1.1 -3.5
F -2.203765 4.234282 3.889228 3.0 -2.0 -0.3
F -0.723207 2.900369 2.348545 -0.3 1.1 3.4
F -0.089165 5.036181 3.165206 -1.3 -3.0 1.3
O 0.347040 -2.272109 1.122599 -0.1 2.4 1.3
C 0.918529 -1.172449 0.332468 1.4 -0.5 -1.9
C 2.306129 -1.784044 -0.372559 -1.2 -0.7 -0.3
C -0.041063 -0.721329 -0.960097 1.3 1.1 -0.4
C -0.949050 0.613143 -0.658138 -1.0 -0.1 -0.8
O -0.800733 -1.853876 -1.519532 1.3 1.0 -0.7
C -0.432574 -2.136043 -2.915521 -0.3 -0.6 -2.4
C -1.110502 -3.548385 -3.500853 1.3 -0.2 -0.2
C -0.695277 -4.874734 -2.615175 -0.2 -0.1 0.9
C -1.865621 -5.374468 -1.563933 0.8 -0.2 -0.6
C -3.310520 -5.704022 -2.274598 -0.5 0.1 1.0
C -4.466096 -4.968601 -1.323521 1.0 0.0 -0.9
O -4.597378 -5.814204 -0.121636 0.4 2.2 0.6
C -4.410162 -5.002067 1.119132 -0.2 -0.2 0.2
C -0.929360 -0.947600 -3.982203 -0.7 -0.7 1.7
S 0.398470 -0.482760 -5.220634 0.1 -0.2 0.5
C 2.046463 -0.131380 -4.403071 1.6 0.5 0.8
C 2.322920 1.447732 -4.047735 0.4 -0.8 0.1
H 5.881272 -8.078696 1.699663 -1.2 2.0 0.2
H 6.308592 -6.210910 1.918776 -1.9 -1.9 -0.3
H 4.775683 -6.659687 0.883196 1.5 -1.0 1.8
H 3.372558 -7.129360 2.995463 2.2 0.8 0.3
H 4.939215 -7.557357 3.989003 -1.1 1.9 -1.6
H 1.850252 -4.418701 3.683240 1.5 1.3 -1.2
H 2.058059 -4.111190 1.828832 1.0 0.7 2.3
H 3.335289 -2.107619 4.114146 -1.4 -0.2 -2.1
H 3.206209 -1.653292 2.289595 -1.0 -1.7 1.5
H 1.469797 -0.295917 3.230167 -0.4 -2.5 0.9
H 0.948817 -1.620500 4.566798 0.5 0.5 -2.2
H -0.553838 -2.794468 2.998665 1.2 1.8 -1.4
H -1.927088 -0.714006 1.731986 2.1 0.4 1.7
H -0.415686 0.363619 2.247483 -1.4 -1.6 0.7
H -1.244505 -0.941805 4.890859 -1.0 1.5 -1.8
H -2.838711 -1.022513 3.891405 2.2 1.6 0.3
H 1.228668 -0.224315 0.943316 -0.9 -1.8 -0.9
H 1.907697 -2.437600 -1.286945 1.1 1.5 1.8
H 2.870121 -2.546313 0.329782 -1.0 1.9 -1.3
H 2.982974 -0.911203 -0.769226 -1.2 -1.8 0.8
H 0.738524 -0.403093 -1.806240 -1.5 -0.5 1.9
H -0.966464 1.333766 -1.608007 0.2 -1.6 2.0
H -2.072871 0.269550 -0.510125 2.3 0.8 -0.1
H -0.599051 1.253543 0.258412 -0.6 -1.4 -1.8
H 0.722603 -2.252150 -3.107203 -2.2 0.2 0.9
H -2.257078 -3.442249 -3.712625 2.1 -0.2 0.7
H -0.592359 -3.699807 -4.565874 -1.1 0.6 2.2
H -0.391051 -5.811109 -3.256395 -0.6 2.1 0.9
H 0.248334 -4.602805 -1.941194 -1.9 -0.5 -1.5
H -1.481072 -6.399412 -1.104091 -0.7 2.4 -0.6
H -1.942242 -4.521817 -0.739914 0.0 -2.0 -1.7
H -3.490448 -6.877903 -2.249159 0.2 2.6 0.0
H -3.394786 -5.370605 -3.395759 0.3 -0.4 2.2
H -5.490631 -4.818892 -1.901801 1.9 -0.5 1.4
H -4.045179 -3.907061 -0.998685 -0.9 -2.1 -0.8
H -4.709439 -5.666236 2.063470 0.4 1.4 -2.3
H -5.114727 -4.057223 1.010172 1.5 -1.8 0.6
H -3.273983 -4.687861 1.285007 -2.4 -0.5 -0.6
H -1.341240 -0.059064 -3.341699 0.8 -1.5 -1.4
H -1.833621 -1.401739 -4.608527 2.1 1.2 1.1
H 2.884104 -0.446459 -5.191928 -2.1 0.5 1.6
H 2.270470 -0.751986 -3.436282 -0.7 0.8 -1.9
H 2.842399 1.958032 -4.969307 -1.8 -1.3 2.2
H 3.111912 1.465082 -3.167136 -1.5 0.1 -1.7
H 1.355225 1.992108 -3.674688 1.8 -1.0 -0.9
O -7.543259 4.079643 0.799147 0.6 1.8 -0.3
S -6.888591 5.363891 0.684058 -0.3 -0.2 -0.1
O -7.584258 6.570539 0.301371 0.6 -1.6 0.6
O -5.587158 5.186452 -0.281698 -1.0 -0.3 0.7
C -4.410847 5.565330 0.430998 0.5 0.6 0.3
C -4.716221 5.285578 1.900081 0.6 -0.6 -0.1
O -6.083434 5.651006 2.073200 -0.6 0.3 -0.9
H -4.238436 6.632946 0.260649 0.0 -0.2 0.1
H -3.548407 4.996676 0.073081 -0.3 0.0 0.0
H -4.075599 5.858131 2.575031 -0.3 0.0 -0.2
H -4.620736 4.218283 2.126122 0.1 0.1 0.0
O 2.363115 -6.151097 -3.614067 0.7 1.8 -0.4
S 3.017783 -4.866849 -3.729156 -0.4 -0.3 0.0
O 2.322116 -3.660200 -4.111843 0.7 -1.6 0.6
O 4.319216 -5.044288 -4.694912 -0.8 -0.2 0.7
C 5.495527 -4.665410 -3.982216 0.4 0.5 0.3
C 5.190152 -4.945162 -2.513133 0.5 -0.5 -0.1
O 3.822939 -4.579734 -2.340014 -0.5 0.3 -1.0
H 5.667938 -3.597794 -4.152565 0.0 -0.1 0.1
H 6.357967 -5.234064 -4.340133 -0.3 0.0 -0.1
H 5.830774 -4.372609 -1.838183 -0.3 0.0 0.0
H 5.285638 -6.012457 -2.287092 0.1 0.1 0.0
O -2.804418 7.805172 1.764726 0.8 1.3 0.9
S -2.382284 8.919898 2.583456 0.3 0.3 -0.1
O -1.178320 9.674920 2.324973 -1.7 -1.2 0.0
O -2.364436 8.430611 4.138505 -0.3 0.0 -1.2
C -3.241892 9.252983 4.905946 -0.2 0.7 0.4
C -4.317294 9.723483 3.930313 -0.4 -0.5 0.5
O -3.629844 9.963622 2.704537 1.2 -0.4 0.0
H -2.664302 10.098370 5.293579 -0.1 -0.1 0.0
H -3.661815 8.686627 5.741517 0.2 -0.1 -0.3
H -4.822813 10.629520 4.272830 0.2 0.0 -0.3
H -5.059418 8.937906 3.752969 0.0 0.1 0.1
O 4.011428 3.351423 -5.190107 -0.1 1.9 -1.5
S 3.395725 4.439258 -5.917194 0.0 -0.1 -0.4
O 2.869560 4.293956 -7.254519 0.7 -0.1 1.9
O 4.419348 5.707993 -5.897045 -0.5 -0.9 0.3
C 3.776253 6.828370 -5.291755 -0.5 0.5 0.0
C 2.762753 6.238174 -4.314920 0.5 0.3 0.5
O 2.234770 5.089283 -4.973755 0.6 -0.3 -0.9
H 3.276750 7.401098 -6.079808 0.0 0.0 0.1
H 4.510587 7.464586 -4.790500 0.0 -0.3 -0.1
H 1.964299 6.941729 -4.067430 0.0 -0.3 -0.2
H 3.251692 5.904217 -3.393648 0.0 0.1 -0.1